Record 1
This record from the OMol25 dataset describes the molecule C4H8O. The level of theory is wB97M-V/def2-TZVPD.

Computed properties:
SMILES = C1CCOC1
charge = 0
gap between HOMO and LUMO = 10.43 eV
relative energy (zero: lowest compared OMol25 entry of this formula, charge and spin) = 74.8 kJ/mol

```
13
Properties=species:S:1:pos:R:3:nbo_charge:R:1
C 0.814 0.714 -0.012 -0.440
C -0.706 0.830 0.063 -0.435
C -1.161 -0.579 -0.300 -0.064
O -0.184 -1.454 0.189 -0.537
C 1.023 -0.749 0.363 -0.074
H 1.169 0.905 -1.031 0.206
H 1.339 1.402 0.659 0.219
H -1.110 1.574 -0.626 0.217
H -1.022 1.095 1.076 0.203
H -2.126 -0.892 0.132 0.197
H -1.098 -0.685 -1.468 0.149
H 1.366 -0.914 1.400 0.184
H 1.696 -1.248 -0.446 0.174
```

Record 2
This record from the OMol25 dataset describes a 2-piece molecular cluster, CH5NOS2 overall. The level of theory is wB97M-V/def2-TZVPD.

Computed properties:
charge = 0
gap between HOMO and LUMO = 6.40 eV
relative energy (zero: lowest compared OMol25 entry of this formula, charge and spin) = 449.1 kJ/mol

```
10
Properties=species:S:1:pos:R:3:nbo_charge:R:1
C 1.904 -0.730 -1.145 -0.521
N -2.485 0.678 0.707 -0.972
O 0.909 0.577 2.151 -0.863
S -1.125 -0.099 -0.014 0.136
S 0.584 1.100 0.846 0.945
H 2.679 -0.363 -0.567 0.174
H 1.890 -0.321 -2.133 0.182
H 1.709 -1.741 -1.039 0.179
H -3.159 0.841 -0.130 0.376
H -2.906 0.057 1.325 0.365
```

Record 3
This record from the OMol25 dataset describes the molecule C7H15N. The level of theory is wB97M-V/def2-TZVPD.

Computed properties:
SMILES = CCN1CCC[C@@H]1C
charge = 0
gap between HOMO and LUMO = 9.38 eV
relative energy (zero: lowest compared OMol25 entry of this formula, charge and spin) = 214.4 kJ/mol

```
23
Properties=species:S:1:pos:R:3:nbo_charge:R:1
C 0.256 0.055 2.416 -0.659
C 0.192 1.227 1.366 -0.218
N 0.144 0.846 -0.093 -0.452
C 1.412 0.168 -0.441 -0.246
C 1.143 -1.371 -0.487 -0.409
C -0.466 -1.357 -0.615 -0.422
C -1.013 0.038 -0.513 -0.072
C -1.562 0.526 -1.825 -0.632
H -0.284 -0.786 2.076 0.205
H -0.222 0.512 3.372 0.231
H 1.292 -0.407 2.372 0.208
H -0.609 1.989 1.525 0.200
H 1.055 1.885 1.510 0.196
H 1.981 0.162 0.483 0.211
H 1.775 0.447 -1.366 0.199
H 1.637 -1.888 -1.253 0.208
H 1.431 -1.877 0.481 0.189
H -0.767 -1.674 -1.595 0.210
H -0.906 -2.008 0.200 0.208
H -1.961 -0.006 0.214 0.206
H -1.790 -0.192 -2.622 0.204
H -0.866 1.185 -2.331 0.221
H -2.549 1.019 -1.823 0.214
```

Record 4
This record from the OMol25 dataset describes a 2-piece molecular cluster, C9H18NO overall. The level of theory is wB97M-V/def2-TZVPD.

Computed properties:
charge = +1
gap between HOMO and LUMO = 4.93 eV
relative energy (zero: lowest compared OMol25 entry of this formula, charge and spin) = 500.2 kJ/mol

```
29
Properties=species:S:1:pos:R:3:nbo_charge:R:1
C 0.970 0.212 -1.527 0.955
C -0.099 -1.348 3.309 -0.455
C -1.178 -0.782 2.300 -0.477
C 0.203 -0.216 2.424 -0.319
C -0.757 -1.384 -1.705 -0.590
C 0.995 -0.941 -3.633 -0.597
C -0.767 0.831 -2.908 -0.600
C 0.869 2.241 2.230 -0.394
C 0.142 -0.342 -2.554 -0.209
N 0.447 1.146 3.094 -0.540
O 1.546 0.537 -0.604 -0.245
H -0.449 -1.181 4.303 0.198
H 0.195 -2.300 3.025 0.221
H -1.417 -1.281 1.354 0.188
H -1.837 -0.045 2.572 0.180
H -0.061 -2.221 -1.425 0.242
H -1.247 -0.813 -0.736 0.264
H -1.487 -1.818 -2.459 0.260
H 1.812 -1.521 -3.199 0.246
H 1.257 -0.141 -4.273 0.241
H 0.348 -1.564 -4.218 0.252
H -1.528 0.450 -3.569 0.254
H -0.348 1.557 -3.498 0.236
H -1.107 1.369 -2.059 0.236
H 0.134 2.282 1.459 0.207
H 0.905 3.088 2.897 0.214
H 1.809 1.863 1.919 0.225
H -0.534 1.320 3.648 0.377
H 1.184 1.004 3.834 0.430
```